Entry 1:
Computed, not measured: one molecule with the formula C9H12N4Si, with ωB97M-V/def2-TZVPD.

Last column: Mulliken charge in e.
Element x y z (Å)
C: -3.155 0.513 0.907  -0.868
C: 2.409 0.907 0.883  -0.448
C: -2.452 -0.680 0.687  -0.244
C: 2.290 2.289 0.695  -0.401
C: -2.510 1.454 0.138  0.045
C: 1.412 0.338 0.117  0.310
C: -0.407 1.322 -1.275  -0.794
C: 0.911 -2.134 -1.723  -1.070
C: 1.025 -2.433 1.515  -0.962
N: -1.460 -0.480 -0.157  -0.548
N: 1.287 2.566 -0.114  -1.146
N: -1.499 0.809 -0.488  0.436
N: 0.777 1.385 -0.472  0.953
Si: 0.917 -1.471 0.052  0.475
H: -4.010 0.657 1.536  0.396
H: 3.123 0.383 1.482  0.407
H: -2.625 -1.652 1.101  0.468
H: 2.890 3.075 1.111  0.448
H: -0.250 0.642 -2.120  0.291
H: -0.634 2.330 -1.630  0.297
H: 0.675 -3.193 -1.704  0.341
H: 0.179 -1.645 -2.360  0.302
H: 1.891 -2.028 -2.185  0.349
H: 1.110 -1.977 2.486  0.255
H: -2.675 2.503 -0.006  0.412
H: 0.780 -3.480 1.524  0.298

The orbital gap comes out at 8.1 eV. Its SMILES is C=[Si](C)c1ccnn1Cn1cccn1.


Entry 2:
Computed, not measured: an isolated ion of composition C9H12N5 and charge +1, with ωB97M-V/def2-TZVPD.

Last column: Mulliken charge in e.
Element x y z (Å)
C: 1.516 1.088 2.587  -0.684
C: 0.375 0.922 1.794  -0.069
C: 2.325 -0.077 2.829  -0.228
C: 1.191 -1.237 1.175  -0.351
C: 0.127 -0.244 1.096  0.267
C: 0.311 1.487 -1.825  -0.028
C: 0.720 0.328 -2.631  -0.065
C: -1.559 0.640 -0.537  -0.315
C: -0.968 -0.527 0.186  0.391
N: 2.182 -1.116 2.035  -0.553
N: -0.572 1.575 -0.942  -0.385
N: 0.164 -0.778 -2.418  -0.359
N: -2.499 0.104 -1.526  -0.778
N: -1.608 -1.695 0.260  -0.176
H: 1.835 1.871 3.242  0.396
H: -0.409 1.677 1.779  0.387
H: 3.044 -0.164 3.585  0.460
H: 1.170 -2.123 0.635  0.535
H: 0.961 2.449 -1.847  0.335
H: 1.807 0.454 -3.195  0.277
H: -2.129 1.280 0.148  0.552
H: -2.436 0.733 -2.313  0.336
H: -2.263 -0.784 -1.922  0.259
H: -2.252 -1.925 -0.473  0.244
H: -1.562 -2.302 1.065  0.323
H: 0.528 -1.635 -2.785  0.230

The orbital gap comes out at 8.2 eV. The net charge is +1. Its SMILES is [H]/N=C/C=N\[C@@H](N)C(=[NH2+])c1cccnc1.


Entry 3:
Computed, not measured: a 2-piece molecular cluster, C9H12NO2 overall, with ωB97M-V/def2-TZVPD.

Last column: Mulliken charge in e.
Element x y z (Å)
C: 0.722 0.281 3.590  -0.367
C: 0.702 -0.896 2.920  -0.691
C: 0.571 1.468 2.967  -0.539
C: 0.319 -0.920 1.605  -0.534
C: 0.278 1.494 1.575  -0.108
C: 0.178 0.309 0.928  0.939
C: -1.813 -0.081 -2.159  -0.471
C: -0.889 1.114 -2.502  -0.313
C: -0.279 0.208 -0.493  0.473
N: -1.328 -0.607 -0.862  -0.078
O: -0.100 1.244 -1.294  -0.358
O: 1.409 -1.058 -1.187  -0.581
H: 0.981 0.408 4.622  0.379
H: 0.821 -1.915 3.428  0.298
H: 0.686 2.374 3.557  0.398
H: 0.310 -1.910 1.048  0.144
H: 0.240 2.508 1.006  0.312
H: -2.756 0.352 -1.910  0.323
H: -1.869 -0.888 -2.895  0.335
H: -0.181 0.965 -3.315  0.288
H: -1.434 2.011 -2.660  0.311
H: -1.670 -1.413 -0.402  0.207
H: 2.341 -0.806 -1.091  0.325
H: 1.318 -1.987 -0.968  0.308

The orbital gap comes out at 9.7 eV. The net charge is +1.


Entry 4:
Computed, not measured: an isolated ion of composition C9H12NO2 and charge +1, with ωB97M-V/def2-TZVPD.

Last column: Mulliken charge in e.
Element x y z (Å)
C: 1.230 2.630 -0.271  -0.734
C: 2.497 2.115 -0.349  -0.565
C: 0.259 1.812 0.374  -0.439
C: 2.719 0.707 -0.225  -0.718
C: 0.439 0.417 0.476  0.805
C: 1.728 -0.203 0.105  0.511
C: -0.736 -0.278 1.087  -1.211
C: -1.977 -0.255 0.161  -0.773
C: 2.078 -1.639 0.022  0.586
N: -1.746 -1.392 -0.831  -0.241
O: 1.195 -2.458 -0.137  -0.612
O: 3.309 -1.978 0.185  -0.452
H: 1.087 3.604 -0.490  0.475
H: 3.173 2.854 -0.706  0.370
H: -0.690 2.362 0.634  0.379
H: 3.771 0.480 -0.354  0.392
H: -0.646 -1.333 1.485  0.397
H: -0.836 0.251 1.946  0.506
H: -2.164 0.649 -0.270  0.529
H: -1.369 -0.857 -1.587  0.343
H: -2.548 -1.991 -1.053  0.371
H: -1.038 -2.192 -0.506  0.333
H: -2.847 -0.584 0.616  0.352
H: 3.514 -2.887 0.453  0.395

The orbital gap comes out at 9.4 eV. The net charge is +1. Its SMILES is [NH3+]CCc1ccccc1C(=O)O.


Calculated E (eV), listed in the same order as above: -23363.765; -16968.701; -15105.485; -15105.214
Calculated strongest force on any atom (eV/A), listed in the same order as above: 1.99; 3.87; 5.08; 4.83
Calculated relative energy (zero: lowest compared OMol25 entry of this formula, charge and spin) (kcal/mol), listed in the same order as above: 0.0; 61.5; 13.4; 19.6